[1]
Molecular formula: C38H39AsBF6IN7PRu
Method: DFT, ωB97M-V/def2-TZVPD

Results
Total charge = +2
LUMO level (alpha / beta) = -5.249 / -7.868 eV
Expectation value of S² = 6.025
Frontier orbital gap (alpha / beta) = 0.303 / 0.207 Ha
HOMO level (alpha / beta) = -0.496 / -0.496 Eh
Energy relative to the best compared isomer or geometry (same formula, charge and spin) = 0.000 eV
2S+1 = 5

Geometry as XYZ:
```
95
C38H39AsBF6IN7PRu, DFT ωB97M-V/def2-TZVPD
I -4.94989 -1.15443 0.75707
Ru -2.06331 -0.15761 1.09336
As 1.45976 -0.90495 -1.74227
P -1.58980 -3.44762 -0.78592
F -1.36710 -3.83833 0.75275
F -3.15359 -3.31196 -0.51313
F -1.67759 -4.92789 -1.28424
F -1.78455 -2.80073 -2.22928
F -1.44565 -1.73076 -0.21831
F 0.01360 -3.37004 -0.99283
N -2.36955 1.35824 2.39782
N -1.58023 2.46617 2.25830
N 0.23144 -0.00495 1.50438
N 0.57584 1.29734 1.72575
N -2.62923 -1.65151 2.43999
N -0.87911 2.22405 -0.12026
N -1.68158 1.15901 -0.37850
C 0.97888 0.52233 -5.49395
C -1.94921 3.39521 3.14452
C -3.43840 -3.96302 3.69702
C 0.33313 -0.46993 -6.22073
C 2.01528 1.25729 -3.28341
C 2.20449 0.84591 -1.95737
C -1.29415 4.72481 3.26519
C 1.14567 -2.25549 2.04828
C 2.15514 0.05600 2.63708
C 0.91828 -0.91376 -3.57291
C -1.33533 2.25099 -2.27904
C 2.85378 -3.38196 -2.03757
C -2.82587 0.14935 -2.36643
C -1.86217 -2.20414 3.38908
C -4.25692 0.65697 3.92945
C 3.50318 2.79038 -1.48241
C -0.66629 2.90682 -1.25259
C 1.27886 0.31266 -4.15512
C 5.01045 -3.86245 -1.09523
C 2.37870 2.63283 2.81834
C 1.18102 -0.76568 2.06734
C 1.73270 1.35492 2.41002
C 5.03027 -2.62211 -0.46807
C 0.11344 4.17014 -1.30664
C 0.26961 -1.90633 -4.28812
C -3.00876 2.88360 3.88831
C -3.80626 -2.21742 2.14454
C -0.01394 -1.67784 -5.62939
C 2.92396 1.60468 -1.04910
C -2.23552 -3.36240 4.03681
C 3.96657 -1.75101 -0.62239
C -1.96393 1.16053 -1.70031
C -3.23579 1.60793 3.41822
C 3.33507 3.20637 -2.79783
C 2.59213 2.45246 -3.69488
C 2.89326 -2.12786 -1.42989
C 3.92670 -4.24156 -1.87618
C -4.25446 -3.37575 2.74079
B -0.35782 2.45520 1.30525
H -1.35702 5.27577 2.32830
H -5.06210 0.51271 3.21090
H -0.93908 -1.68668 3.60967
H 2.02896 -2.65321 1.54737
H 3.91632 -5.20742 -2.35996
H -5.20536 -3.80455 2.46385
H -2.26792 -0.35367 -3.15577
H 0.10241 -0.29840 -7.26289
H 3.79609 4.12412 -3.13210
H -3.17996 -0.61577 -1.68063
H -0.24138 4.62672 3.52430
H 2.49288 2.78583 -4.71837
H -3.74911 -4.87764 4.18004
H -1.78839 5.30415 4.04113
H -3.82544 -0.31251 4.17233
H 3.04371 -0.25406 3.15645
H 2.00485 -3.68221 -2.63665
H 1.09831 4.05005 -0.86026
H 5.87886 -2.33301 0.13525
H -3.53351 3.37787 4.68498
H -1.59267 -3.78553 4.79280
H 3.98604 -0.78459 -0.13567
H -3.68521 0.64039 -2.82293
H 2.42361 3.34139 1.99321
H 1.82989 3.10385 3.63359
H 0.23366 4.48189 -2.34100
H 5.84563 -4.53815 -0.97326
H 4.09201 3.38447 -0.79829
H 1.15927 -2.64984 3.06502
H -0.51086 -2.44219 -6.20913
H -1.37726 2.54442 -3.31146
H -0.02648 -2.83313 -3.81938
H 3.04807 1.27955 -0.02668
H 0.26789 -2.63473 1.53438
H 0.20378 3.49722 1.36929
H 3.38953 2.43784 3.16809
H 1.25426 1.44740 -5.98037
H -4.69194 1.06744 4.83729
H -0.40759 4.96154 -0.76880
```


[2]
Molecular formula: C46H48N4OP2S2SeTi
Method: DFT, ωB97M-V/def2-TZVPD

Results
Total charge = +2
LUMO level (alpha / beta) = -4.869 / -4.759 eV
Expectation value of S² = 2.008
Frontier orbital gap (alpha / beta) = 0.262 / 0.308 Ha
HOMO level (alpha / beta) = -0.440 / -0.483 Eh
2S+1 = 3

Geometry as XYZ:
```
105
C46H48N4OP2S2SeTi, DFT ωB97M-V/def2-TZVPD
Se 1.62008 -2.16935 0.57492
Ti 0.04234 -0.35878 -0.11263
S 0.81728 1.43255 1.47730
S -1.44741 1.28348 -1.05327
P 0.83814 0.08343 -2.36668
P -1.84607 -0.28412 1.41875
O -2.23979 0.64523 -2.11774
N 0.23186 -3.59909 2.63984
N 2.27305 3.68029 1.25133
N -0.12119 -4.48998 0.70008
N 3.37133 1.86356 2.14045
C -0.44008 2.51599 -1.91557
C 3.38066 4.25091 0.48461
C 0.49066 -3.46666 1.32762
C 2.63946 -0.17851 -2.44834
C 4.71276 -0.05351 -1.21342
C -4.92479 -2.21697 -0.51777
C -0.65592 3.87547 -2.06256
C -0.56257 -4.70418 2.83951
C 0.02789 -4.84590 -0.69879
C 0.76889 -2.73571 3.67641
C 0.12439 -0.61765 -3.87174
C -1.15468 -0.53128 -5.89853
C 3.35196 0.18210 -1.29894
C -0.58610 0.11766 -4.81194
C -2.13810 -0.82207 3.12390
C 1.54348 2.66219 -3.27763
C 0.64970 1.89548 -2.53814
C -2.73242 1.32135 1.28821
C -4.16446 3.67515 0.86706
C 5.37111 -0.66475 -2.27335
C -2.18302 -1.91660 -0.75691
C 3.30564 -0.78310 -3.50701
C -3.61269 1.78740 2.25775
C -1.01794 -1.90333 -6.04650
C 4.67071 -1.02409 -3.41319
C 0.24146 4.62755 -2.81007
C 2.26744 2.37536 1.60102
C -4.23654 -1.47145 0.42576
C 3.48677 0.44539 2.45131
C -0.30661 -2.64050 -5.10804
C -2.85326 -2.43643 4.75529
C 4.41481 2.70830 2.71673
C -3.30916 3.21170 -0.12189
C 1.01930 4.41233 1.12752
C -2.85578 -1.33127 0.31878
C -4.24543 -2.80030 -1.57938
C -1.63135 -0.01795 4.15050
C -2.87300 -2.64295 -1.71010
C -2.57116 2.06416 0.10976
C -1.76165 -0.41598 5.46970
C 0.25271 -2.00221 -4.01444
C 1.34574 4.03080 -3.40039
C -0.78673 -5.25923 1.62977
C -4.30619 2.97352 2.05372
C -2.72922 -2.04291 3.42930
C -2.37481 -1.62592 5.77346
H -1.46604 -2.40522 -6.89356
H 1.85606 -2.79964 3.68248
H 4.54139 0.17460 2.46530
H 5.18836 -1.50051 -4.23502
H 4.18027 3.52619 0.36331
H 3.05628 0.22980 3.43253
H 4.71186 2.28322 3.67458
H -0.94647 -5.02886 -1.14367
H -1.49816 4.36767 -1.60007
H -2.35880 -3.06433 -2.56486
H -1.14702 0.92044 3.90373
H -1.34768 -6.13606 1.35822
H 2.81904 0.65869 -0.48233
H 3.77467 5.14683 0.96528
H 3.01319 4.52075 -0.50857
H -0.70759 1.18677 -4.69710
H 1.24894 5.47718 1.11684
H 0.37552 4.20270 1.97771
H -3.34150 -3.37307 4.99426
H 0.52692 -4.03417 -1.22010
H -2.48051 -1.93106 6.80614
H -4.72573 4.58630 0.71055
H 5.25883 0.22429 -0.32043
H 0.47536 -1.70318 3.49024
H 0.49172 4.15248 0.21336
H -3.25343 3.73011 -1.06863
H 2.97814 -0.15741 1.70706
H 6.43307 -0.86118 -2.20884
H -3.10750 -2.67473 2.63550
H 0.37686 -3.05614 4.63755
H -0.89342 -5.00670 3.81658
H 4.03790 3.71249 2.88947
H 0.80815 -2.56275 -3.26772
H 5.29734 2.75562 2.07748
H -1.39633 0.21841 6.26664
H -0.18670 -3.70893 -5.23375
H -3.75956 1.22601 3.16991
H -4.79068 -3.36321 -2.32493
H -1.70735 0.03990 -6.63229
H 2.38677 2.17780 -3.75411
H -4.97972 3.33443 2.81961
H 2.76433 -1.06626 -4.40110
H 0.07978 5.69129 -2.92394
H -4.76720 -0.97791 1.23144
H -5.99821 -2.32581 -0.43623
H -1.09890 -1.76055 -0.87475
H 2.04849 4.62983 -3.96434
H 0.63774 -5.74472 -0.78486
```


[3]
Molecular formula: C17H15F2N3OS
Method: DFT, ωB97M-V/def2-TZVPD

Results
Total charge = 0
LUMO level = 0.242 eV
Frontier orbital gap = 0.305 Ha
HOMO level = -0.296 Eh
Energy relative to the best compared isomer or geometry (same formula, charge and spin) = 2.734 eV
SMILES string = Oc1cc(CSc2cccc(F)c2F)nc2c3c(nn12)CCCC3

Geometry as XYZ:
```
39
C17H15F2N3OS, DFT ωB97M-V/def2-TZVPD
S -3.56313 1.88917 -1.96563
F -1.81870 4.13673 -0.76111
F -0.11507 3.63589 1.64472
O 1.91930 2.68951 -1.90665
N 1.43531 0.55074 -0.95235
N 2.54836 0.25214 -0.20431
N -0.65192 -0.64230 -1.73083
C 1.10298 1.72088 -1.71829
C -3.05233 0.83462 0.49300
C -2.79730 1.92211 -0.39935
C -1.12352 2.80837 1.10263
C 2.40605 -2.64080 2.05668
C -1.90635 2.98952 -0.03510
C 1.42729 -3.51570 1.25361
C 0.95666 -1.34679 -0.07350
C -2.39577 0.73110 1.66963
C -1.35933 1.60621 1.95992
C -1.03326 0.54533 -2.32914
C -2.53561 0.60668 -2.79931
C 2.27886 -0.95303 0.24428
C 0.51762 -0.49277 -0.97160
C 3.09193 -1.55089 1.29486
C 0.32786 -2.65337 0.47144
C -0.14792 1.71871 -2.33064
H -3.08361 -0.30501 -2.79864
H 2.66666 2.55348 -1.37239
H 1.92475 -2.03396 2.88342
H -0.23732 -3.18365 -0.40658
H -3.70857 -0.05097 0.28575
H 3.81167 -2.01933 0.73554
H 2.03832 -4.11771 0.57766
H -0.48925 2.71878 -2.71127
H 0.96572 -4.19422 2.00551
H -2.49937 -0.06015 2.37476
H -0.50200 -2.33539 1.10932
H -2.42633 0.96635 -3.95056
H -0.79045 1.43605 2.84434
H 3.62696 -0.85001 1.91530
H 3.19081 -3.36633 2.49485
```


> Among the records above, which one has the lowest total charge?

C17H15F2N3OS